Record 1
{
  "formula": "C21H63F2KNO32P7S2",
  "method": "ωB97M-V/def2-TZVPD",
  "symbols": ["C", "C", "O", "O", "O", "H", "H", "K", "S", "C", "H", "O", "H", "C", "O", "H", "H", "C", "O", "O", "O", "O", "S", "H", "O", "H", "H", "O", "N", "O", "H", "H", "H", "O", "C", "H", "H", "H", "H", "H", "H", "O", "H", "F", "H", "O", "H", "O", "O", "H", "O", "H", "H", "H", "H", "H", "P", "C", "H", "H", "O", "P", "O", "P", "C", "H", "H", "O", "H", "H", "O", "H", "C", "O", "O", "F", "O", "C", "H", "P", "H", "H", "H", "C", "O", "O", "O", "H", "H", "H", "H", "H", "H", "H", "H", "H", "C", "P", "H", "H", "H", "H", "O", "H", "C", "C", "C", "H", "C", "H", "P", "H", "H", "O", "H", "O", "H", "C", "C", "C", "H", "P", "C", "C", "O", "H", "H", "H", "H"],
  "xyz": [[4.852, -4.704, -2.463], [0.600, -5.141, 9.844], [-0.459, 6.194, -5.183], [-0.625, 7.100, -2.838], [0.023, -2.667, 7.654], [-12.872, 0.056, -4.159], [0.044, -7.610, 2.412], [0.908, -1.397, -5.037], [1.496, -0.684, 0.033], [0.061, 6.713, 6.561], [-1.390, 7.999, -1.073], [1.362, -4.085, 9.267], [8.907, -3.805, -6.389], [-1.772, 3.991, 4.028], [-4.033, -6.514, 1.821], [-2.020, 3.386, 4.900], [-1.989, 6.365, -1.410], [7.950, -2.420, -1.897], [1.931, -1.476, 9.019], [6.866, -2.328, -2.818], [-11.561, -1.421, -5.015], [5.896, 3.610, -2.221], [-0.558, 0.296, -0.604], [-5.502, -5.849, 0.419], [1.278, -1.947, 0.709], [0.878, -6.067, 9.341], [0.683, 4.484, -5.536], [8.036, -3.961, -4.489], [0.749, -0.433, -1.284], [-0.941, 5.139, 4.353], [8.845, 2.211, -4.863], [7.914, 5.416, -5.337], [-0.602, -2.947, 12.072], [-9.615, -1.060, -6.708], [6.896, 5.805, -5.334], [-0.296, 6.720, -0.990], [7.302, -4.666, -6.335], [0.764, -4.526, 6.801], [7.745, -2.206, -0.848], [8.698, -1.729, -2.285], [-3.516, -7.646, 4.672], [-2.361, 7.853, -4.590], [-7.118, -1.880, -3.965], [2.873, -0.952, -0.667], [-3.693, 5.100, -2.072], [-10.379, 0.994, -5.098], [-4.266, -4.619, 0.945], [1.555, 5.000, 3.358], [0.879, 6.556, 5.370], [-10.738, 0.230, -7.967], [-0.277, -2.224, 10.273], [0.866, 2.676, 4.049], [0.125, -1.341, 12.123], [4.102, -3.951, -2.705], [-1.880, -8.018, 5.194], [-4.427, 4.830, -3.618], [6.964, 4.624, -2.984], [0.482, -3.512, 6.519], [1.766, 2.098, 5.259], [3.899, 3.298, -2.058], [-9.177, -1.078, -4.140], [6.578, -3.384, -3.967], [6.126, -4.691, -3.081], [0.865, -2.496, 9.082], [0.808, 2.603, 5.135], [-3.736, -5.799, -0.094], [4.810, 4.391, -0.898], [8.054, 3.591, -3.571], [4.461, 5.050, -2.474], [-2.724, 4.224, 3.550], [-1.490, -6.160, 1.826], [1.126, -2.785, 11.725], [0.153, -2.306, 11.617], [7.508, 5.645, -2.074], [6.168, 5.113, -4.375], [-1.651, -0.293, -1.656], [-2.526, -8.175, 0.512], [-3.764, 5.508, -3.080], [0.192, 4.759, -3.833], [0.686, 5.174, 4.538], [-0.275, 5.818, 7.084], [-9.627, -0.875, -8.842], [0.328, -5.953, 2.641], [7.867, 2.604, -4.585], [1.865, 0.505, 0.808], [-0.693, 1.708, -0.967], [5.631, -2.944, -5.023], [-13.489, -0.895, -5.524], [-13.399, -1.544, -3.882], [7.008, 6.868, -5.116], [5.010, -4.597, -1.390], [7.404, 3.058, -5.461], [-4.195, 6.503, -2.971], [-7.402, -0.385, -3.257], [-0.382, -5.088, 9.375], [6.406, 5.715, -6.304], [-10.255, -0.747, -7.960], [-1.579, 6.712, -4.108], [-0.773, 7.403, 6.434], [7.031, 1.980, -4.269], [0.576, 7.189, 7.395], [1.419, 5.775, -4.636], [-2.427, 5.412, -3.606], [0.587, -5.021, 10.927], [8.256, -4.484, -5.839], [-2.465, -7.558, 4.397], [0.482, 5.234, -4.771], [-1.261, 3.402, 3.267], [-0.163, -6.642, 1.955], [-11.054, -1.434, -8.242], [-10.206, -0.507, -5.255], [0.300, -6.489, 0.980], [1.303, -3.065, 5.959], [-2.376, -8.181, 3.171], [4.272, -5.589, -2.726], [-1.226, -0.189, 0.629], [0.006, 1.991, 5.549], [-7.734, -0.991, -4.099], [-12.881, -0.932, -4.619], [-1.159, 7.055, -1.565], [-2.225, -6.501, 4.282], [-2.631, -7.308, 1.733], [4.609, 4.115, -1.933], [-4.466, -5.663, 0.704], [0.915, 3.940, 5.602], [8.612, -5.514, -5.852], [-7.271, -0.712, -5.045], [8.404, -3.411, -1.907], [-0.449, -3.618, 5.963]],
  "e_lumo_ha": -0.0779,
  "gap_ha": 0.2769,
  "spin_multiplicity": 1
}


Record 2
{
  "formula": "C21H64N14O9",
  "method": "ωB97M-V/def2-TZVPD",
  "symbols": ["C", "N", "H", "H", "H", "H", "H", "H", "H", "H", "H", "C", "H", "C", "N", "H", "H", "H", "C", "H", "H", "N", "H", "C", "H", "H", "C", "H", "H", "H", "N", "C", "O", "H", "N", "N", "O", "C", "H", "H", "H", "C", "O", "H", "C", "H", "H", "H", "C", "H", "H", "H", "H", "N", "H", "C", "N", "O", "H", "O", "N", "H", "H", "C", "H", "H", "H", "H", "H", "H", "C", "O", "H", "N", "H", "H", "O", "C", "H", "H", "H", "N", "H", "C", "N", "H", "O", "H", "H", "C", "O", "H", "C", "H", "N", "H", "N", "C", "H", "H", "H", "H", "C", "H", "H", "C", "H", "H"],
  "xyz": [[3.775, -26.075, -21.528], [-0.217, -26.365, -22.081], [6.420, -25.475, -21.557], [-2.313, -29.724, -21.473], [-2.220, -31.287, -22.087], [2.315, -24.752, -21.965], [10.183, -24.470, -21.059], [-1.008, -19.445, -20.057], [0.875, -21.061, -20.216], [4.196, -27.309, -24.690], [-1.044, -23.305, -19.607], [2.922, -28.657, -25.537], [6.542, -25.922, -15.740], [2.685, -27.505, -17.359], [-0.454, -21.539, -21.694], [-1.298, -28.102, -19.803], [1.876, -27.023, -24.823], [5.041, -27.411, -20.685], [4.281, -28.057, -25.478], [2.102, -31.648, -18.245], [3.185, -25.009, -23.830], [1.324, -23.143, -25.301], [3.101, -31.196, -21.099], [6.778, -26.927, -17.790], [3.539, -27.302, -15.775], [-1.599, -28.054, -21.581], [8.339, -25.291, -21.232], [0.581, -31.996, -18.536], [2.845, -29.456, -20.966], [6.860, -29.125, -18.056], [2.530, -25.582, -21.430], [-0.298, -26.796, -20.859], [3.356, -26.656, -17.872], [1.942, -29.411, -26.992], [4.073, -27.132, -20.767], [6.023, -25.886, -18.490], [0.953, -23.860, -23.219], [0.893, -24.126, -17.943], [-2.984, -31.093, -20.667], [-0.933, -26.499, -22.780], [-0.804, -20.396, -18.567], [6.417, -29.350, -20.556], [4.524, -25.596, -22.349], [6.667, -29.190, -21.605], [-0.027, -22.913, -19.644], [7.741, -26.995, -16.008], [3.473, -27.128, -19.955], [-0.058, -22.321, -22.195], [1.616, -23.723, -24.192], [7.813, -26.885, -18.129], [3.323, -28.962, -27.416], [-0.471, -26.719, -25.124], [5.060, -28.767, -25.198], [1.467, -31.859, -19.001], [-1.450, -21.708, -21.720], [-0.130, -21.479, -20.275], [2.829, -24.248, -24.390], [0.776, -22.843, -18.463], [1.069, -28.630, -17.288], [-0.917, -31.008, -20.264], [2.894, -29.481, -26.663], [1.867, -25.988, -20.786], [0.491, -31.836, -21.509], [1.383, -30.730, -19.836], [6.093, -27.663, -15.821], [5.055, -25.992, -18.220], [6.096, -26.171, -19.456], [0.545, -22.500, -25.288], [5.359, -29.613, -20.541], [3.531, -30.366, -19.614], [1.825, -27.637, -25.722], [0.558, -28.344, -25.814], [8.980, -23.518, -20.399], [-1.180, -27.713, -20.728], [-0.036, -24.692, -17.870], [1.999, -27.080, -26.643], [0.404, -26.524, -19.883], [0.358, -30.928, -20.921], [0.329, -23.546, -20.457], [-2.105, -20.859, -19.623], [3.328, -23.998, -25.231], [1.540, -27.881, -17.775], [6.893, -30.255, -20.179], [-2.076, -30.740, -21.156], [9.188, -24.350, -20.931], [0.971, -29.973, -19.169], [8.661, -26.415, -21.594], [1.109, -27.365, -18.529], [1.581, -24.815, -18.431], [6.690, -26.866, -16.264], [6.693, -28.248, -19.803], [2.001, -23.145, -26.051], [-1.100, -20.437, -19.615], [2.440, -28.653, -15.739], [7.135, -24.853, -21.209], [4.616, -27.526, -26.369], [3.102, -28.082, -16.245], [6.259, -28.277, -18.385], [6.889, -24.124, -20.555], [0.184, -30.135, -21.649], [1.174, -23.760, -16.955], [-1.356, -27.947, -26.001], [2.798, -30.399, -20.420], [-0.380, -26.849, -26.956], [5.177, -28.399, -18.419], [-0.432, -27.368, -25.999], [0.465, -25.635, -22.231], [2.737, -29.288, -24.668]],
  "e_lumo_ha": 0.0015,
  "de_lowest_ev": 4.2769,
  "gap_ha": 0.3081,
  "smiles": "COC[C@H](C)N.COC[C@H](C)N.COC[C@H](C)N.COC[C@H](C)N.NC(N)=O.NC(N)=O.NC(N)=O.NC(N)=O.NC(N)=O",
  "spin_multiplicity": 1
}


Record 3
{
  "formula": "C21H64N8O11",
  "method": "ωB97M-V/def2-TZVPD",
  "symbols": ["H", "O", "O", "H", "H", "H", "H", "H", "N", "H", "O", "H", "H", "N", "C", "H", "H", "N", "O", "H", "C", "H", "H", "H", "H", "C", "H", "O", "C", "H", "C", "O", "H", "H", "H", "N", "H", "H", "O", "H", "O", "H", "H", "H", "H", "H", "H", "N", "H", "H", "H", "C", "H", "H", "H", "H", "H", "H", "N", "C", "H", "H", "C", "C", "H", "H", "H", "C", "H", "H", "H", "H", "H", "N", "H", "H", "O", "H", "C", "C", "C", "C", "C", "C", "C", "H", "O", "O", "N", "H", "H", "C", "H", "H", "H", "H", "C", "C", "H", "H", "C", "H", "H", "H"],
  "xyz": [[-2.820, -0.765, 0.676], [-0.910, -4.060, -1.646], [-3.252, -0.245, -4.334], [-2.279, -3.543, 2.230], [-2.648, -2.345, 4.040], [-0.617, -2.130, -1.019], [-2.225, -3.096, -5.461], [1.959, 4.653, -4.184], [1.510, 1.354, 1.866], [-0.112, 2.762, -4.791], [-3.653, -2.928, -0.733], [-1.986, 1.330, 4.218], [-3.402, -1.077, 5.014], [-2.518, -0.521, -1.681], [-2.718, -1.305, 4.184], [3.734, 0.355, 4.004], [-0.922, -1.363, 5.170], [2.769, -3.433, 1.522], [-0.863, 1.599, 1.948], [1.888, 1.091, -1.666], [0.387, 1.927, 2.329], [-3.101, -0.862, 3.299], [0.515, -1.893, 3.021], [-2.743, -0.761, -6.046], [-3.737, 0.275, -5.026], [1.591, -3.322, 2.085], [-0.123, 2.953, 3.917], [3.365, -0.142, 3.288], [4.370, -0.130, 2.323], [5.275, -0.541, 2.782], [-1.535, 0.689, 4.885], [2.918, -0.460, -0.434], [-0.779, -0.081, 2.778], [2.903, -4.353, 1.130], [-1.677, -3.694, -1.285], [-2.266, 0.003, 0.320], [-3.763, -4.369, 0.383], [-0.296, -0.800, -3.962], [-0.447, 4.880, -3.290], [-0.309, -0.636, 0.432], [-0.617, -0.778, 3.443], [3.587, 4.607, 1.303], [5.148, 3.687, 1.456], [4.284, -0.759, 1.509], [0.098, 0.723, -1.438], [-1.860, -2.182, 1.512], [4.676, 0.856, 1.940], [1.450, -2.137, 2.577], [-4.444, -1.528, 1.460], [2.213, 1.149, 2.490], [0.004, -2.521, -2.630], [3.668, 3.065, -0.048], [-1.362, -3.727, 0.776], [4.536, 2.807, -2.079], [3.918, 1.994, -0.024], [1.550, 2.554, 3.850], [-0.853, 0.347, -5.274], [-0.530, 1.101, 5.009], [0.754, -0.660, 0.449], [4.518, 3.495, -1.203], [2.092, 2.577, 0.533], [-3.880, -2.706, -5.140], [4.007, 3.615, 1.332], [-0.958, -0.570, -4.838], [-4.237, -3.561, -1.106], [-2.334, -0.465, -2.724], [-2.844, -1.500, -1.357], [1.768, 4.320, -3.201], [0.874, -3.083, -1.313], [0.259, 1.841, -3.208], [-5.561, -2.767, 0.916], [-1.258, 2.495, -3.583], [5.549, 3.517, -0.896], [1.101, 0.550, -1.303], [2.243, -1.543, 2.887], [-0.532, -1.124, -5.652], [-1.529, 1.493, -1.380], [-2.806, -2.695, -3.717], [-3.491, -3.257, 0.440], [-2.213, -3.169, 1.230], [1.599, -0.165, -0.425], [-1.352, -0.726, 4.458], [-0.108, -2.945, -1.659], [-0.237, 2.680, -3.693], [-2.099, 0.389, -0.900], [3.563, 2.994, 2.119], [0.650, -4.319, 2.159], [2.444, 3.056, -0.234], [0.678, 2.676, 3.369], [0.130, 3.702, -1.887], [2.114, 5.146, -2.642], [-4.561, -2.594, 1.264], [-4.551, -2.956, 2.273], [3.500, -2.763, 1.586], [-1.924, 0.731, 1.039], [1.220, 0.524, 1.175], [-2.461, -0.974, -5.013], [-2.798, -2.470, -4.766], [4.213, 4.439, -1.696], [1.211, -1.352, 1.080], [0.245, 3.911, -2.945], [-2.131, 0.848, 5.799], [-0.309, 5.655, -2.729], [2.476, 3.479, -2.994]],
  "e_lumo_ha": -0.0056,
  "de_lowest_ev": 11.7213,
  "gap_ha": 0.3157,
  "smiles": "NC(N)=O.NC(N)=O.NC(N)=O.NC(N)=O.CC(C)O.CC(C)O.CC(C)O.CC(C)O.CC(C)O.CO.CO",
  "spin_multiplicity": 1
}